Computed, not measured: the molecule C22H19N5O2S2 in a non-equilibrium geometry, with wB97M-V/def2-TZVPD.

Values from the calculation:
2S+1   1
F_max   3.1 eV/A
Total charge   0
Highest occupied orbital energy   -0.292 Ha
SMILES   c1ccc(Oc2cc(Sc3ccccn3)cnc2Nc2nc([C@H]3CCCO3)ns2)cc1
Frontier orbital gap   8.3 eV

Cartesian coordinates (Å):
C  -3.0881  2.3228  0.9266
C  -3.1021  1.8946  -0.4253
C  -1.9045  1.7783  -1.1666
C  -0.6829  1.9813  -0.5125
O  0.5189  1.7348  -1.1745
C  1.2992  0.7446  -0.6462
C  2.6682  0.9336  -0.9124
C  3.6132  0.0067  -0.4492
S  5.3647  0.1541  -0.6436
C  5.7854  0.8643  -2.2021
C  5.6771  0.0862  -3.3383
C  6.1806  0.5631  -4.5370
C  6.8183  1.8172  -4.5709
C  6.9273  2.5303  -3.3611
N  6.4305  2.0394  -2.1877
C  3.1918  -1.0816  0.2532
N  1.8875  -1.3264  0.4784
C  0.9774  -0.4409  0.0401
N  -0.3543  -0.7120  0.3342
C  -0.9033  -1.8432  0.9228
N  -2.1375  -1.6973  1.3299
C  -2.5645  -2.8929  1.8940
C  -3.9187  -3.1034  2.5446
C  -4.2946  -1.9576  3.4668
C  -5.0111  -1.0219  2.5374
C  -5.6991  -1.9294  1.5451
O  -4.9660  -3.1585  1.5671
N  -1.7080  -3.9202  1.8996
S  -0.2736  -3.4471  1.1197
C  -0.6762  2.4890  0.7971
C  -1.8718  2.6309  1.5131
H  -3.9791  2.3570  1.5045
H  -4.0711  1.6943  -0.8865
H  -1.8745  1.4180  -2.1664
H  3.0092  1.8482  -1.4296
H  5.2698  -0.9034  -3.2646
H  6.0779  -0.0365  -5.4545
H  7.2282  2.1758  -5.4980
H  7.5204  3.4737  -3.3011
H  3.9330  -1.7446  0.6167
H  -1.0063  0.0671  0.2466
H  -3.8345  -4.0723  3.0605
H  -5.0293  -2.3460  4.2004
H  -3.4513  -1.4737  3.9977
H  -4.2191  -0.4241  2.0469
H  -5.6991  -0.3689  3.1023
H  -6.7306  -2.1392  1.8472
H  -5.7637  -1.4028  0.5831
H  0.2671  2.8240  1.2146
H  -1.8308  3.0143  2.5382

Results of the Mulliken charge analysis, in e, for atoms 1 through 4: -0.475, -0.400, -0.316, -0.624

***

Computed, not measured: a structure of composition C13H30CsN2O2 in a non-equilibrium geometry, with wB97M-V/def2-TZVPD.

Values from the calculation:
2S+1   1
F_max   1.5 eV/A
Total charge   +1
Highest occupied orbital energy   -0.415 Ha
Frontier orbital gap   7.7 eV

Cartesian coordinates (Å):
Cs  1.5800  -3.1628  0.8877
C  2.6786  -1.4505  -4.7179
C  1.4651  -1.7496  -3.8542
C  0.6048  -2.8676  -4.4700
O  0.2957  -2.5751  -5.8152
C  -0.8509  -1.7639  -5.8928
N  1.8915  -2.1434  -2.4795
H  2.3698  -0.7826  -5.5177
H  3.1483  -2.3710  -5.0645
H  3.4384  -0.9199  -4.1415
H  0.8853  -0.8358  -3.7143
H  -0.2995  -3.0534  -3.8861
H  1.2434  -3.7551  -4.4363
H  -1.1314  -1.6322  -6.9367
H  -0.6691  -0.7480  -5.5169
H  -1.7226  -2.1516  -5.3577
H  2.0550  -3.1518  -2.5118
H  1.1632  -2.0218  -1.7850
C  -3.0731  0.4737  1.9063
C  -1.7850  1.2960  1.9605
C  -1.9724  2.2616  3.1329
C  -0.7320  2.9423  3.6772
C  0.3238  1.8815  4.0049
C  0.5804  0.8296  2.9103
N  -0.6952  0.3885  2.3333
O  -0.5020  -0.6653  1.3848
C  1.4762  1.4850  1.8352
C  1.2616  -0.3548  3.5842
C  -1.5885  2.0310  0.6324
H  -3.0699  -0.2540  1.0841
H  -3.9466  1.1040  1.7532
H  -3.2165  -0.1564  2.7882
H  -2.6433  3.0775  2.8255
H  -2.5756  1.8282  3.9356
H  -1.0194  3.4741  4.5829
H  -0.3342  3.6767  2.9733
H  0.0320  1.4346  4.9619
H  1.3068  2.3022  4.2383
H  1.0184  2.3484  1.3585
H  2.4172  1.7561  2.3152
H  1.6665  0.7904  1.0105
H  1.7007  -1.0448  2.8457
H  2.1280  -0.1222  4.2049
H  0.5336  -0.8702  4.2119
H  -2.5087  2.1906  0.0765
H  -0.9529  1.4371  -0.0321
H  -1.0596  2.9669  0.8174
H  -0.9162  -1.3719  1.8969

Results of the Mulliken charge analysis, in e, for atoms 1 through 4: 1.048, -1.333, 0.277, -0.742

***

Computed, not measured: a cluster of 4 separate species, C3H13N2Si in total in a non-equilibrium geometry, with wB97M-V/def2-TZVPD.

Values from the calculation:
2S+1   1
F_max   4.8 eV/A
Total charge   +1
Relative energy (zero: lowest compared OMol25 entry of this formula, charge and spin)   107.9 kcal per mole
Highest occupied orbital energy   -0.489 Ha
Frontier orbital gap   8.9 eV

Cartesian coordinates (Å):
C  -0.3426  -0.5343  1.1388
C  -1.0597  1.4812  -0.0207
C  -1.2069  -0.5885  -1.0995
N  2.2412  0.2133  -0.2720
N  -0.8456  0.0180  -0.0590
Si  3.8950  0.1349  -0.0023
H  -0.9922  -0.4687  2.0404
H  -0.1971  -1.7017  0.9338
H  0.7367  -0.1323  1.2188
H  -2.1254  1.7377  0.0619
H  -0.3606  1.8732  0.7629
H  -0.9292  1.8247  -1.0645
H  -1.4909  -0.0273  -1.9937
H  -1.1476  -1.7384  -1.1900
H  1.9884  0.1084  -1.2740
H  -3.8814  -1.0115  0.5174
H  5.1066  0.1092  -0.7998
H  4.2500  0.0436  1.4031
H  -3.6388  -1.3418  -0.3018

Results of the Mulliken charge analysis, in e, for atoms 1 through 4: -0.822, -0.877, -0.212, -0.399

***

Computed, not measured: a structure of composition C28H23BN6O6S2V, with wB97M-V/def2-TZVPD.

Values from the calculation:
2S+1   3
F_max   0.8 eV/A
Total charge   -1
Relative energy (zero: lowest compared OMol25 entry of this formula, charge and spin)   0.0 kcal per mole
Highest occupied orbital energy (alpha / beta)   -0.130 / -0.112 Ha
Expectation value of S²   2.10
Frontier orbital gap (alpha / beta)   5.6 / 5.1 eV

Cartesian coordinates (Å):
V  0.1314  0.0841  1.1426
O  -0.8606  4.3319  1.7030
C  -2.1626  4.1965  2.0202
C  -2.9534  5.3469  2.0421
C  -4.2949  5.2679  2.3617
C  -4.8770  4.0402  2.6647
C  -4.0972  2.8985  2.6372
C  -2.7410  2.9500  2.3186
C  -1.9308  1.7042  2.2469
O  -0.6437  1.8332  2.0793
N  -2.5519  0.5622  2.3239
N  -1.6252  -0.4662  2.1719
C  -1.9026  -1.6039  2.6805
C  -0.9273  -2.6750  2.7342
C  -1.3723  -3.9608  3.0669
C  -0.5088  -5.0260  3.1774
C  0.8561  -4.8009  2.9683
C  1.3242  -3.5440  2.6649
C  0.4587  -2.4390  2.5297
O  0.9748  -1.2681  2.2392
H  -0.4744  3.4173  1.8098
H  -2.4830  6.2932  1.8069
H  -4.8930  6.1714  2.3776
H  -5.9276  3.9779  2.9167
H  -4.5204  1.9276  2.8574
H  -2.8830  -1.7581  3.1330
H  -2.4364  -4.1058  3.2235
H  -0.8780  -6.0156  3.4114
H  1.5558  -5.6256  3.0406
H  2.3765  -3.3619  2.4880
N  2.0962  2.8825  -1.2889
C  3.2764  2.5877  -0.6417
C  2.9686  1.6386  0.2802
N  1.6308  1.3389  0.2039
C  1.1333  2.0971  -0.7554
C  -0.2507  1.9549  -1.1257
N  -0.9994  1.1085  -0.4566
C  -2.2080  1.0639  -1.0996
C  -2.1788  1.8977  -2.1739
N  -0.9236  2.4676  -2.1821
H  1.9938  3.5168  -2.0589
H  4.2054  3.0585  -0.9060
H  3.6164  1.1323  0.9739
H  -3.0063  0.4345  -0.7471
H  -2.9195  2.1384  -2.9144
H  -0.5573  3.0685  -2.8963
C  1.1479  -3.9970  -3.8076
O  0.6587  -3.1951  -2.7394
C  -0.5211  -3.4767  -2.1907
S  -1.5060  -4.7009  -2.7119
S  -0.8922  -2.4283  -0.8580
H  2.1316  -3.5900  -4.0316
H  0.4882  -3.9269  -4.6725
H  1.2141  -5.0411  -3.5031
O  1.9028  -1.7493  -0.5775
B  0.5619  -1.1257  -0.7611
O  0.6960  -0.3704  -2.0589
C  1.9647  -0.5062  -2.4622
C  2.5689  0.0531  -3.5660
C  3.9348  -0.2079  -3.7760
C  4.6431  -1.0119  -2.9021
C  4.0209  -1.5901  -1.7822
C  2.6855  -1.3248  -1.5743
H  1.9967  0.6623  -4.2569
H  4.4337  0.2197  -4.6377
H  5.6936  -1.2055  -3.0837
H  4.5659  -2.2259  -1.0961

Results of the Mulliken charge analysis, in e, for atoms 1 through 4: -0.331, -0.776, 0.250, -0.601

***

- The highest F_max belongs to which entry?
  C3H13N2Si